# 1
{
  "formula": "C49H36ClF3NPSbV",
  "method": "ωB97M-V with the def2-TZVPD basis set",
  "de_lowest_kcal_mol": 9.0,
  "homo_lumo_gap_ev": [7.148, 7.447],
  "homo_ev": [-13.548, -13.589],
  "multiplicity": 3,
  "charge": 2,
  "symbols": ["V", "Cl", "C", "C", "C", "C", "C", "C", "P", "C", "C", "C", "C", "C", "C", "C", "C", "C", "C", "C", "C", "H", "H", "H", "H", "H", "H", "H", "H", "H", "H", "H", "H", "H", "H", "N", "C", "C", "C", "C", "C", "C", "C", "C", "C", "C", "C", "C", "C", "H", "H", "H", "H", "H", "H", "H", "H", "H", "H", "F", "C", "C", "C", "C", "C", "C", "Sb", "C", "C", "C", "C", "F", "C", "C", "C", "C", "C", "C", "F", "C", "C", "H", "H", "H", "H", "H", "H", "H", "H", "H", "H", "H", "H"],
  "xyz": [[-0.302, -0.589, -0.515], [-1.350, -2.516, -1.412], [-2.669, -1.963, -2.555], [-3.378, -2.982, -3.149], [-4.399, -2.607, -4.014], [-4.669, -1.265, -4.250], [-3.924, -0.279, -3.623], [-2.893, -0.614, -2.743], [-1.906, 0.637, -1.884], [-1.701, 1.997, -3.034], [-2.544, 3.106, -2.993], [-2.422, 4.099, -3.953], [-1.474, 3.977, -4.960], [-0.640, 2.866, -5.007], [-0.748, 1.879, -4.043], [-2.858, 1.151, -0.432], [-3.845, 0.324, 0.105], [-4.443, 0.656, 1.315], [-4.061, 1.803, 1.991], [-3.068, 2.626, 1.467], [-2.461, 2.296, 0.268], [-3.148, -4.019, -2.958], [-4.979, -3.372, -4.509], [-5.463, -0.989, -4.928], [-4.135, 0.764, -3.824], [-3.292, 3.207, -2.217], [-3.072, 4.961, -3.921], [-1.388, 4.748, -5.712], [0.096, 2.772, -5.792], [-0.085, 1.021, -4.086], [-4.178, -0.562, -0.424], [-5.219, 0.019, 1.716], [-4.539, 2.065, 2.925], [-2.772, 3.524, 1.989], [-1.688, 2.943, -0.133], [1.235, -0.163, -1.185], [2.327, 0.407, -1.575], [3.586, -0.320, -1.361], [4.784, 0.377, -1.180], [5.960, -0.314, -0.940], [5.951, -1.701, -0.899], [4.765, -2.404, -1.086], [3.587, -1.718, -1.308], [2.292, 1.751, -2.146], [3.137, 2.063, -3.214], [3.081, 3.317, -3.799], [2.199, 4.271, -3.308], [1.365, 3.970, -2.239], [1.403, 2.711, -1.668], [4.795, 1.458, -1.194], [6.883, 0.227, -0.789], [6.874, -2.237, -0.728], [4.770, -3.484, -1.072], [2.666, -2.266, -1.476], [3.826, 1.323, -3.597], [3.732, 3.553, -4.627], [2.169, 5.254, -3.757], [0.694, 4.722, -1.848], [0.764, 2.494, -0.814], [6.109, -2.204, 3.703], [4.835, -2.029, 3.341], [4.356, -2.735, 2.252], [3.038, -2.543, 1.879], [2.218, -1.663, 2.589], [2.733, -0.969, 3.681], [4.054, -1.151, 4.065], [0.223, -1.475, 2.021], [-0.441, 0.130, 3.190], [0.177, 1.372, 3.032], [-0.214, 2.462, 3.792], [-1.240, 2.283, 4.704], [-1.635, 3.332, 5.433], [-1.878, 1.071, 4.885], [-1.471, -0.011, 4.116], [-0.682, -3.116, 2.919], [-1.626, -3.905, 2.268], [-2.208, -4.987, 2.912], [-1.827, -5.254, 4.212], [-2.385, -6.289, 4.843], [-0.888, -4.496, 4.890], [-0.314, -3.423, 4.232], [5.010, -3.413, 1.724], [2.658, -3.093, 1.025], [2.116, -0.283, 4.248], [4.481, -0.629, 4.909], [0.997, 1.502, 2.330], [0.258, 3.428, 3.702], [-2.668, 0.987, 5.616], [-1.961, -0.967, 4.257], [-1.924, -3.689, 1.249], [-2.940, -5.618, 2.430], [-0.622, -4.758, 5.903], [0.431, -2.835, 4.754]]
}


# 2
{
  "formula": "C49H37BrFeN3O3",
  "method": "ωB97M-V with the def2-TZVPD basis set",
  "homo_lumo_gap_ev": [6.776, 6.077],
  "homo_ev": [-4.725, -4.073],
  "multiplicity": 5,
  "charge": -1,
  "symbols": ["Fe", "Br", "C", "C", "C", "C", "O", "C", "C", "N", "C", "C", "C", "C", "C", "C", "C", "C", "N", "C", "C", "H", "H", "H", "H", "H", "H", "H", "H", "H", "H", "O", "C", "C", "C", "C", "C", "C", "C", "C", "C", "O", "C", "C", "C", "C", "C", "C", "C", "C", "C", "C", "C", "C", "N", "C", "C", "C", "C", "C", "C", "C", "C", "C", "C", "C", "C", "H", "H", "H", "H", "H", "H", "H", "H", "H", "H", "H", "H", "H", "H", "H", "H", "H", "H", "H", "H", "H", "H", "H", "H", "H", "H", "H"],
  "xyz": [[0.190, -0.092, 0.275], [-1.391, 5.355, 5.268], [-1.237, 3.765, 4.224], [-2.374, 2.951, 4.025], [-2.288, 1.814, 3.280], [-1.057, 1.398, 2.662], [-1.027, 0.362, 1.945], [0.083, 2.245, 2.899], [1.374, 1.949, 2.363], [1.662, 0.918, 1.652], [3.002, 0.692, 1.273], [4.108, 1.332, 1.759], [5.402, 1.035, 1.272], [5.597, 0.076, 0.325], [4.485, -0.661, -0.153], [4.591, -1.712, -1.095], [3.483, -2.408, -1.466], [2.237, -2.064, -0.890], [2.109, -1.089, -0.036], [3.200, -0.366, 0.334], [-0.041, 3.419, 3.675], [-3.320, 3.241, 4.468], [-3.155, 1.185, 3.110], [2.150, 2.689, 2.584], [4.004, 2.092, 2.522], [6.249, 1.587, 1.661], [6.588, -0.143, -0.057], [5.565, -1.951, -1.511], [3.537, -3.213, -2.187], [1.314, -2.586, -1.131], [0.832, 4.047, 3.826], [0.667, 1.065, -1.279], [0.442, 2.403, -1.402], [-0.763, 2.900, -0.549], [-2.052, 2.128, -0.690], [-3.276, 2.796, -0.637], [-4.441, 2.052, -0.669], [-4.365, 0.674, -0.798], [-3.108, 0.083, -0.897], [-2.930, -1.383, -1.193], [-1.993, -2.203, -0.253], [-0.697, -1.780, -0.364], [-2.072, -3.665, -0.774], [-1.248, -4.008, -1.847], [-1.277, -5.281, -2.396], [-2.131, -6.249, -1.877], [-2.952, -5.923, -0.809], [-2.922, -4.642, -0.263], [-2.485, -2.154, 1.196], [-3.786, -1.823, 1.551], [-4.180, -1.788, 2.886], [-3.271, -2.091, 3.887], [-1.966, -2.432, 3.539], [-1.581, -2.459, 2.209], [-1.993, 0.805, -0.802], [1.716, 3.176, -0.989], [1.749, 4.288, -0.156], [2.961, 4.886, 0.197], [4.156, 4.388, -0.297], [4.133, 3.281, -1.144], [2.930, 2.681, -1.473], [0.107, 2.738, -2.872], [0.212, 4.020, -3.407], [-0.158, 4.276, -4.722], [-0.644, 3.248, -5.521], [-0.752, 1.967, -4.994], [-0.375, 1.714, -3.680], [-0.977, 3.948, -0.778], [-0.471, 2.857, 0.504], [-3.302, 3.877, -0.564], [-5.405, 2.544, -0.603], [-5.260, 0.066, -0.840], [-2.440, -1.450, -2.168], [-3.907, -1.865, -1.288], [-0.569, -3.251, -2.222], [-0.625, -5.524, -3.228], [-2.155, -7.246, -2.303], [-3.614, -6.670, -0.386], [-3.556, -4.411, 0.584], [-4.509, -1.572, 0.785], [-5.197, -1.512, 3.141], [-3.571, -2.055, 4.927], [-1.243, -2.660, 4.314], [-0.559, -2.687, 1.928], [0.831, 4.701, 0.244], [2.963, 5.746, 0.858], [5.097, 4.851, -0.024], [5.061, 2.874, -1.529], [2.900, 1.797, -2.100], [0.596, 4.828, -2.791], [-0.064, 5.278, -5.124], [-0.931, 3.445, -6.548], [-1.130, 1.159, -5.611], [-0.435, 0.724, -3.244]]
}


# 3
{
  "formula": "C49H40AgF3N3O6S4Sb",
  "method": "ωB97M-V with the def2-TZVPD basis set",
  "homo_lumo_gap_ev": 6.853,
  "homo_ev": -3.262,
  "charge": -2,
  "symbols": ["Ag", "O", "C", "O", "C", "C", "C", "N", "C", "C", "C", "O", "O", "H", "H", "H", "O", "C", "C", "C", "C", "C", "S", "C", "C", "C", "C", "S", "C", "C", "C", "C", "S", "H", "H", "H", "H", "H", "H", "H", "H", "H", "F", "C", "C", "C", "C", "C", "C", "Sb", "C", "C", "C", "C", "F", "C", "C", "C", "C", "C", "C", "F", "C", "C", "H", "H", "H", "H", "H", "H", "H", "H", "H", "H", "H", "H", "C", "C", "C", "C", "C", "C", "C", "O", "C", "C", "C", "H", "H", "H", "H", "H", "H", "H", "H", "H", "H", "H", "H", "N", "C", "N", "S", "H", "H", "H", "H"],
  "xyz": [[-0.580, 0.614, 0.553], [-6.459, 4.961, -0.667], [-6.484, 3.798, -0.244], [-7.411, 3.154, 0.264], [-5.117, 3.035, -0.335], [-3.924, 3.738, -0.475], [-2.723, 3.053, -0.446], [-2.645, 1.736, -0.274], [-3.788, 1.045, -0.179], [-5.034, 1.655, -0.209], [-3.655, -0.447, 0.087], [-4.685, -1.078, 0.386], [-2.489, -0.924, 0.074], [-3.962, 4.812, -0.593], [-1.770, 3.558, -0.545], [-5.933, 1.061, -0.113], [0.630, 2.486, 0.609], [1.251, 2.840, 1.754], [1.679, 4.296, 1.689], [1.709, 5.094, 0.593], [2.125, 6.414, 0.880], [2.407, 6.603, 2.192], [2.152, 5.166, 3.112], [2.485, 1.990, 2.017], [3.776, 2.342, 2.280], [4.630, 1.228, 2.438], [3.972, 0.052, 2.286], [2.302, 0.281, 1.927], [0.336, 2.733, 2.963], [0.575, 2.330, 4.239], [-0.566, 2.434, 5.069], [-1.645, 2.921, 4.408], [-1.293, 3.263, 2.751], [1.432, 4.734, -0.381], [2.199, 7.190, 0.139], [2.742, 7.494, 2.687], [4.124, 3.356, 2.370], [5.683, 1.311, 2.660], [4.369, -0.941, 2.364], [1.524, 1.944, 4.570], [-0.569, 2.140, 6.104], [-2.638, 3.099, 4.774], [4.373, -4.094, -3.764], [3.401, -3.730, -2.874], [2.082, -3.747, -3.282], [1.105, -3.401, -2.364], [1.434, -3.065, -1.060], [2.771, -3.020, -0.696], [3.769, -3.357, -1.596], [-0.097, -2.470, 0.368], [1.000, -3.598, 1.915], [1.260, -2.959, 3.118], [2.014, -3.570, 4.108], [2.511, -4.835, 3.871], [3.267, -5.444, 4.833], [2.270, -5.503, 2.686], [1.509, -4.872, 1.715], [-1.342, -4.223, -0.047], [-0.913, -5.369, -0.702], [-1.759, -6.456, -0.865], [-3.040, -6.383, -0.354], [-3.866, -7.462, -0.492], [-3.505, -5.253, 0.287], [-2.646, -4.177, 0.423], [1.836, -4.026, -4.296], [0.065, -3.398, -2.668], [3.034, -2.722, 0.309], [4.814, -3.334, -1.323], [0.868, -1.967, 3.294], [2.218, -3.078, 5.047], [2.679, -6.492, 2.537], [1.318, -5.384, 0.783], [0.086, -5.420, -1.113], [-1.437, -7.349, -1.380], [-4.520, -5.221, 0.657], [-3.009, -3.261, 0.862], [0.568, 2.172, -7.154], [0.800, 1.915, -5.693], [1.902, 2.433, -5.028], [2.146, 2.150, -3.693], [3.325, 2.791, -3.021], [1.278, 1.287, -2.990], [1.614, 0.865, -1.642], [1.016, 0.021, -0.967], [0.116, 0.814, -3.641], [-0.897, -0.007, -2.924], [-0.094, 1.137, -4.971], [1.283, 2.896, -7.543], [-0.441, 2.550, -7.323], [0.672, 1.241, -7.716], [2.582, 3.081, -5.566], [3.790, 3.512, -3.691], [4.073, 2.050, -2.744], [3.012, 3.310, -2.117], [2.528, 1.306, -1.222], [-0.482, -0.980, -2.656], [-1.785, -0.156, -3.536], [-1.183, 0.483, -1.988], [-0.984, 0.775, -5.470], [-3.692, 0.702, 2.720], [-3.000, -0.439, 2.864], [-3.708, -1.590, 2.851], [-1.374, -0.426, 3.233], [-4.625, 0.663, 2.332], [-3.166, 1.549, 2.565], [-4.426, -1.619, 2.116], [-3.137, -2.423, 2.904]]
}


Number 1: total energy -115062.3034 eV. Number 2: total energy -166461.1679 eV. Number 3: total energy -130251.1684 eV.